{
  "formula": "C28H33BrCrN2PSi",
  "method": "ωB97M-V/def2-TZVPD",
  "symbols": ["Cr", "C", "C", "C", "C", "C", "Br", "N", "C", "H", "H", "H", "H", "H", "H", "N", "C", "C", "C", "C", "C", "C", "P", "C", "C", "C", "C", "C", "C", "C", "C", "C", "C", "C", "C", "H", "H", "H", "H", "H", "H", "H", "H", "H", "H", "H", "H", "H", "H", "H", "H", "C", "Si", "C", "C", "C", "H", "H", "H", "H", "H", "H", "H", "H", "H", "H", "H"],
  "coordinates": [[0.5943, 0.5883, -0.6458], [-0.1612, 5.8585, -2.7303], [0.7349, 4.7181, -2.3260], [2.1218, 4.8279, -2.2801], [2.9206, 3.7553, -1.8927], [2.2532, 2.6055, -1.5713], [3.1080, 1.0082, -0.9853], [0.9339, 2.4463, -1.5924], [0.1874, 3.4960, -1.9682], [0.4197, 6.7255, -3.0361], [-0.8027, 6.1575, -1.9004], [-0.8053, 5.5722, -3.5622], [2.5932, 5.7654, -2.5508], [3.9983, 3.8193, -1.8512], [-0.8861, 3.3471, -1.9804], [-1.4294, 0.3789, -1.1044], [-2.0743, -0.9506, -1.0227], [-3.3750, -1.0956, -1.4728], [-3.9860, -2.3356, -1.3737], [-3.2969, -3.4156, -0.8285], [-1.9931, -3.2553, -0.3934], [-1.3698, -2.0091, -0.4815], [0.3664, -1.7177, -0.0878], [1.3291, -2.8049, -1.1546], [1.7050, -4.0885, -0.7672], [2.3816, -4.9043, -1.6637], [2.6790, -4.4459, -2.9405], [2.3077, -3.1655, -3.3322], [1.6351, -2.3492, -2.4373], [0.6766, -2.2081, 1.6102], [-0.3598, -2.4492, 2.5072], [-0.0683, -2.7585, 3.8308], [1.2498, -2.8209, 4.2558], [2.2874, -2.5732, 3.3629], [2.0039, -2.2632, 2.0434], [-1.8779, 0.9977, -0.4243], [-1.6601, 0.7834, -2.0129], [-3.9118, -0.2535, -1.8947], [-5.0012, -2.4616, -1.7256], [-3.7768, -4.3821, -0.7545], [-1.4488, -4.1033, 0.0064], [1.4847, -4.4496, 0.2300], [2.6777, -5.9008, -1.3637], [3.2045, -5.0881, -3.6348], [2.5436, -2.8082, -4.3255], [1.3449, -1.3497, -2.7566], [-1.3916, -2.4042, 2.1838], [-0.8732, -2.9562, 4.5262], [1.4727, -3.0669, 5.2855], [3.3150, -2.6275, 3.6963], [2.8182, -2.0867, 1.3486], [-0.4495, 2.5101, 3.6716], [-1.0095, 1.9705, 2.0024], [-2.3553, 0.6865, 2.1184], [-1.5982, 3.4237, 1.0071], [0.5545, 1.2713, 1.1764], [-1.3147, 2.8232, 4.2631], [0.2422, 3.3531, 3.6160], [0.0444, 1.6946, 4.2057], [-2.6067, 0.5203, 3.1693], [-2.0713, -0.2855, 1.7092], [-3.2759, 1.0096, 1.6229], [-2.3000, 4.0093, 1.6086], [-2.1360, 3.1398, 0.0948], [-0.7714, 4.0868, 0.7334], [0.9289, 0.4260, 1.7713], [1.3197, 2.0589, 1.1687]],
  "forces_ev_per_a": [[-0.167, 0.378, 0.623], [0.106, -0.051, 0.012], [-0.115, 0.139, -0.064], [0.117, 0.083, -0.014], [-0.096, 0.138, -0.077], [0.005, -0.064, 0.005], [0.169, -0.162, -0.100], [-0.112, 0.065, -0.005], [-0.007, -0.183, -0.009], [0.004, -0.013, 0.005], [0.009, -0.010, 0.005], [0.016, -0.010, 0.009], [-0.012, -0.017, 0.004], [-0.011, 0.014, 0.001], [0.045, 0.004, 0.020], [0.003, -0.212, -0.130], [-0.025, 0.461, -0.049], [-0.081, -0.071, 0.003], [0.015, -0.022, 0.009], [0.000, 0.039, 0.002], [-0.011, -0.052, 0.009], [0.091, -0.245, -0.045], [0.036, -0.005, -0.147], [-0.066, -0.028, -0.019], [0.064, -0.052, -0.049], [-0.009, 0.022, 0.013], [-0.001, 0.005, -0.001], [-0.013, -0.016, 0.061], [0.049, -0.013, -0.031], [-0.005, -0.007, 0.096], [0.023, -0.012, 0.085], [-0.011, 0.019, -0.052], [0.017, 0.005, 0.008], [-0.036, 0.011, -0.011], [0.025, -0.027, 0.057], [-0.046, -0.051, 0.014], [0.014, -0.002, 0.018], [0.009, -0.010, 0.010], [0.010, -0.003, 0.012], [0.009, 0.012, -0.010], [-0.006, 0.026, -0.004], [-0.014, 0.007, -0.011], [-0.006, 0.013, -0.008], [0.000, 0.003, 0.013], [-0.006, -0.008, 0.004], [-0.026, 0.004, 0.008], [0.002, -0.037, -0.002], [0.005, -0.001, -0.010], [0.003, 0.000, -0.007], [-0.002, -0.002, -0.005], [-0.014, 0.000, -0.008], [0.054, 0.098, 0.283], [0.130, -0.066, 0.013], [-0.167, -0.220, -0.027], [-0.104, 0.253, -0.194], [0.225, -0.207, -0.414], [0.060, 0.013, 0.016], [0.002, -0.028, 0.031], [-0.024, 0.042, 0.013], [-0.002, 0.002, -0.055], [-0.035, 0.030, -0.001], [0.013, -0.032, 0.016], [0.015, -0.024, -0.055], [0.032, 0.073, 0.029], [-0.075, -0.019, 0.013], [-0.056, 0.023, 0.007], [-0.017, 0.001, 0.084]],
  "lowdin_charge": [0.396, -0.012, -0.211, 0.043, -0.029, -0.656, 1.004, -0.065, -0.055, 0.092, 0.096, 0.098, 0.141, 0.132, 0.128, 0.022, -0.289, -0.009, -0.027, -0.032, -0.046, -0.299, 1.051, -0.356, -0.069, -0.043, -0.043, -0.055, -0.112, -0.377, -0.079, -0.046, -0.045, -0.048, -0.096, 0.068, 0.124, 0.127, 0.124, 0.123, 0.125, 0.114, 0.120, 0.120, 0.117, 0.086, 0.098, 0.118, 0.119, 0.118, 0.115, -0.161, 0.433, -0.148, -0.170, -0.309, 0.052, 0.048, 0.047, 0.054, 0.005, 0.050, 0.056, 0.024, 0.039, 0.029, 0.033],
  "multiplicity": 2,
  "homo_ha": [-0.5261, -0.5255],
  "e_tot_ha": -5445.0925,
  "largest_force_ha_per_bohr": 0.0145,
  "homo_lumo_gap_ev": [7.50, 7.90],
  "total_charge": 2
}

{
  "formula": "C28H33BrN6O9Sr",
  "method": "ωB97M-V/def2-TZVPD",
  "symbols": ["Sr", "O", "C", "O", "C", "C", "C", "C", "C", "O", "C", "C", "O", "O", "H", "H", "H", "H", "H", "H", "H", "H", "C", "O", "C", "C", "C", "Br", "C", "C", "C", "O", "C", "N", "C", "C", "C", "C", "C", "C", "N", "H", "H", "H", "H", "H", "H", "H", "H", "H", "H", "H", "N", "C", "C", "C", "C", "N", "C", "N", "N", "C", "O", "O", "H", "H", "H", "H", "H", "H", "H", "H", "H", "H", "H", "H", "H", "H"],
  "coordinates": [[1.2245, -1.0043, 1.3578], [3.4660, -1.1237, 2.6314], [2.6167, -1.6330, 3.3846], [1.5976, -1.0014, 3.8121], [2.6417, -3.1632, 3.5671], [1.2533, -3.6391, 3.9897], [1.2418, -5.1270, 4.3626], [1.2471, -5.8050, 2.9724], [1.4228, -4.5904, 2.0666], [0.5695, -3.6096, 2.7100], [2.8383, -4.0015, 2.2413], [3.3194, -3.3269, 0.9249], [4.4638, -3.5460, 0.5606], [2.4163, -2.6692, 0.2813], [3.4209, -3.4136, 4.2887], [0.7560, -2.9698, 4.6825], [0.3479, -5.3809, 4.9318], [2.1104, -5.3898, 4.9666], [0.2971, -6.3006, 2.7694], [2.0494, -6.5304, 2.8447], [1.1153, -4.7076, 1.0322], [3.5589, -4.7940, 2.4382], [-2.2986, -2.2958, 2.3582], [-1.6153, -1.8603, 1.1865], [-2.3138, -1.1600, 0.2707], [-3.6377, -0.7889, 0.3921], [-4.2127, 0.0130, -0.5958], [-6.0246, 0.5328, -0.4085], [-3.4936, 0.4454, -1.6784], [-2.1493, 0.0604, -1.8151], [-1.5621, -0.7575, -0.8534], [-0.2887, -1.1642, -0.8918], [-1.3232, 0.5455, -2.9170], [-0.0318, 0.3271, -2.9955], [0.3995, 0.9923, -4.1313], [1.6753, 1.0916, -4.6808], [1.8153, 1.8370, -5.8341], [0.7166, 2.4709, -6.4357], [-0.5552, 2.3781, -5.9030], [-0.6874, 1.6282, -4.7403], [-1.7769, 1.3251, -3.9421], [-3.0982, -2.9916, 2.0950], [-2.7124, -1.4430, 2.9018], [-1.5491, -2.8018, 2.9569], [-4.2264, -1.0970, 1.2424], [-3.9680, 1.0837, -2.4110], [0.1591, -0.7542, -1.6785], [2.5146, 0.5927, -4.2152], [2.7906, 1.9310, -6.2926], [0.8688, 3.0414, -7.3422], [-1.4006, 2.8629, -6.3732], [-2.7319, 1.5796, -4.1164], [-0.7111, 0.9604, 2.4951], [-0.6968, 1.9747, 1.4356], [-1.3100, 3.3309, 1.7414], [-1.1168, 4.2696, 0.5490], [-1.3858, 3.6083, -0.8160], [-0.3025, 2.7443, -1.2964], [0.9249, 3.1251, -1.6064], [1.1869, 4.3919, -1.9681], [1.8748, 2.1938, -1.6153], [0.7698, 2.1088, 0.9763], [1.4339, 3.0828, 1.3108], [1.1482, 1.1498, 0.2098], [-1.6235, 0.9096, 2.9329], [-0.0376, 1.1689, 3.2290], [-1.2549, 1.5250, 0.6053], [-0.8433, 3.7577, 2.6307], [-2.3757, 3.2109, 1.9669], [-0.0947, 4.6483, 0.5821], [-1.7778, 5.1359, 0.6317], [-1.6109, 4.3708, -1.5664], [-2.2636, 2.9613, -0.7823], [-0.3559, 1.7553, -1.0598], [0.4651, 5.0859, -1.8995], [2.1352, 4.7210, -1.9280], [1.7427, 1.4347, -0.9267], [2.8221, 2.4771, -1.7996]],
  "forces_ev_per_a": [[-0.716, -0.221, -0.242], [0.067, 0.009, 0.052], [0.137, -0.145, 0.145], [0.044, -0.090, 0.098], [0.047, 0.004, 0.043], [-0.007, -0.017, 0.017], [-0.003, 0.004, 0.000], [-0.003, 0.003, -0.003], [-0.007, -0.017, -0.002], [0.051, 0.005, 0.031], [-0.006, 0.000, -0.009], [0.141, -0.058, 0.113], [-0.042, 0.032, -0.029], [0.040, -0.065, 0.063], [0.006, 0.002, -0.008], [-0.001, 0.001, 0.000], [0.002, 0.000, -0.001], [-0.002, 0.001, 0.001], [0.001, 0.000, 0.002], [-0.002, 0.001, 0.000], [0.002, 0.002, 0.000], [-0.003, 0.000, -0.005], [-0.019, -0.012, 0.027], [0.080, -0.095, -0.069], [-0.010, 0.082, 0.119], [0.017, 0.006, 0.000], [-0.037, 0.011, 0.004], [0.030, -0.007, 0.001], [-0.005, -0.004, 0.000], [-0.036, 0.005, -0.056], [-0.065, 0.083, 0.061], [0.136, -0.162, 0.067], [-0.023, -0.121, -0.256], [-0.131, -0.196, -0.163], [-0.037, -0.031, -0.035], [-0.014, 0.002, -0.040], [0.016, -0.025, 0.023], [-0.040, 0.013, 0.001], [0.020, 0.016, -0.029], [0.066, -0.024, 0.057], [-0.028, -0.028, 0.069], [-0.006, 0.015, -0.006], [0.016, 0.003, 0.006], [0.001, -0.014, -0.010], [0.002, -0.002, 0.001], [-0.002, -0.004, -0.006], [-0.033, 0.008, -0.130], [-0.005, 0.002, -0.005], [0.001, 0.002, -0.001], [0.001, 0.001, 0.003], [0.000, -0.001, 0.000], [-0.006, 0.005, -0.001], [0.175, 0.048, 0.038], [0.067, -0.219, 0.210], [0.003, -0.018, 0.041], [-0.227, 0.184, -0.132], [0.146, 0.161, -0.033], [-0.870, 0.036, -0.004], [1.324, -0.487, -0.431], [-0.121, 0.273, -0.033], [0.680, 2.244, -2.532], [-0.099, 0.747, 0.632], [-0.072, -0.517, -0.172], [-0.749, -1.990, 2.747], [-0.012, -0.062, -0.017], [-0.046, 0.059, 0.036], [-0.010, -0.004, 0.139], [0.065, 0.018, -0.045], [0.012, -0.081, -0.074], [-0.039, 0.005, -0.117], [-0.047, -0.054, 0.045], [0.088, -0.019, -0.057], [-0.081, 0.084, 0.062], [0.002, 0.494, -0.172], [0.002, 0.020, 0.027], [-0.006, -0.031, 0.009], [0.183, -0.117, 0.122], [0.000, 0.250, -0.182]],
  "lowdin_charge": [1.678, -0.038, -0.733, -0.152, -0.096, -0.267, -0.094, -0.104, -0.251, -0.119, -0.094, -0.653, 0.037, -0.256, 0.158, 0.147, 0.108, 0.115, 0.110, 0.115, 0.157, 0.144, -0.034, -0.101, -0.216, -0.044, -0.682, 0.754, -0.096, -0.084, -0.202, 0.017, -0.264, 0.155, -0.217, -0.014, -0.084, -0.089, -0.020, -0.183, 0.186, 0.108, 0.095, 0.085, 0.104, 0.100, 0.091, 0.118, 0.103, 0.102, 0.109, 0.154, 0.071, -0.316, -0.136, -0.163, -0.134, 0.083, -0.444, 0.221, 0.214, -0.603, 0.091, -0.220, 0.088, 0.095, 0.117, 0.125, 0.120, 0.102, 0.115, 0.117, 0.119, 0.104, 0.106, 0.125, 0.003, 0.134],
  "homo_ha": -0.2780,
  "e_tot_ha": -4697.4254,
  "largest_force_ha_per_bohr": 0.0675,
  "homo_lumo_gap_ev": 7.08,
  "total_charge": 0
}